C21H19FN2O3S2 in the gas phase. Source: OMol25; level of theory: wB97M-V/def2-TZVPD.

Atoms and positions in Å:
C -1.41 -4.17 -0.66
C -0.25 -3.25 -0.46
C 0.09 -2.79 0.81
C 1.18 -1.97 0.99
C 1.98 -1.59 -0.09
C 3.16 -0.76 0.15
C 4.11 -1.03 1.07
S 5.37 0.17 1.07
C 4.54 1.06 -0.19
S 5.06 2.48 -0.84
N 3.41 0.40 -0.56
C 2.48 1.01 -1.47
C 1.13 1.29 -0.86
O 0.14 1.53 -1.51
O 1.17 1.28 0.47
C 0.00 1.64 1.20
C -1.01 0.49 1.33
O -1.21 -0.08 2.38
N -1.65 0.20 0.18
C -2.70 -0.79 0.10
C -4.05 -0.13 0.01
C -4.56 0.54 1.12
C -5.79 1.18 1.06
C -6.49 1.15 -0.13
F -7.69 1.77 -0.20
C -6.01 0.50 -1.25
C -4.78 -0.14 -1.17
C 1.65 -2.06 -1.36
C 0.55 -2.88 -1.53
H -1.88 -4.02 -1.63
H -2.16 -4.04 0.12
H -1.07 -5.21 -0.61
H -0.52 -3.06 1.66
H 1.42 -1.61 1.98
H 4.17 -1.87 1.72
H 2.93 1.97 -1.78
H 2.34 0.41 -2.37
H 0.36 1.90 2.20
H -0.48 2.50 0.72
H -1.44 0.74 -0.65
H -2.52 -1.42 -0.77
H -2.64 -1.39 1.01
H -4.00 0.54 2.04
H -6.20 1.69 1.91
H -6.58 0.50 -2.16
H -4.39 -0.64 -2.04
H 2.27 -1.82 -2.20
H 0.31 -3.24 -2.53

Computed properties:
E_LUMO: 0.5 eV
Highest occupied orbital energy: -7.93 eV
Relative energy (zero: lowest compared OMol25 entry of this formula, charge and spin): 9.7 kJ/mol
2S+1: 1
Largest force on an atom: 1.0 eV Å⁻¹
SMILES string: Cc1ccc(-c2csc(=S)n2CC(=O)OCC(=O)NCc2ccc(F)cc2)cc1

A molecular structure, C2H3OSc in a non-equilibrium geometry. Source: OMol25; level of theory: wB97M-V/def2-TZVPD.

Atoms and positions in Å:
C -0.18 0.96 -0.14
C -0.31 -0.48 0.11
O 1.26 -1.01 0.34
Sc 1.95 0.81 -0.01
H -1.06 1.48 -0.50
H -0.98 -0.72 0.97
H -0.68 -1.04 -0.77

Computed properties:
E_LUMO (alpha / beta): -6.0 / -6.0 eV
Highest occupied orbital energy (alpha / beta): -13.16 / -14.85 eV
Relative energy (zero: lowest compared OMol25 entry of this formula, charge and spin): 0.0 kJ/mol
2S+1: 2
Largest force on an atom: 4.3 eV Å⁻¹
Charge: +1

2 unconnected molecules or ions with the total composition C15H30ClNO8PS in a non-equilibrium geometry. Source: OMol25; level of theory: wB97M-V/def2-TZVPD.

Atoms and positions in Å:
C -1.93 1.08 2.19
C -1.37 0.75 3.61
O -1.38 -0.65 3.93
P -0.38 -1.55 2.93
O 0.13 -2.77 3.67
C 1.07 -0.55 2.33
C 2.12 -1.42 1.55
C 2.45 -0.83 0.13
Cl 4.00 -1.71 -0.38
C 2.79 0.70 0.18
C 1.99 1.64 -0.79
C 3.03 2.75 -1.26
C 0.93 2.42 0.05
N 1.48 1.01 -2.00
O 2.37 0.90 -2.93
C 0.68 -0.20 -1.79
C 0.55 -0.89 -3.20
C -0.82 0.10 -1.37
C 1.30 -1.28 -0.83
O -1.20 -2.00 1.55
C -2.17 -3.01 1.79
C -2.75 -3.39 0.38
H -1.83 2.18 2.05
H -3.02 0.86 2.10
H -1.37 0.60 1.37
H -2.07 1.23 4.34
H -0.39 1.23 3.80
H 0.73 0.32 1.74
H 1.59 -0.13 3.22
H 1.69 -2.44 1.40
H 3.03 -1.55 2.16
H 2.72 1.13 1.20
H 3.87 0.80 -0.09
H 2.58 3.39 -2.04
H 3.98 2.29 -1.59
H 3.27 3.32 -0.33
H 1.43 2.98 0.87
H 0.46 3.19 -0.61
H 0.10 1.80 0.44
H -0.25 -1.67 -3.14
H 0.25 -0.13 -3.95
H 1.48 -1.42 -3.49
H -1.03 1.18 -1.28
H -1.11 -0.45 -0.44
H -1.51 -0.27 -2.16
H 0.51 -1.76 -0.21
H 1.70 -2.10 -1.46
H -1.72 -3.95 2.19
H -2.99 -2.66 2.45
H -1.87 -3.47 -0.29
H -3.32 -2.50 0.01
H -3.36 -4.30 0.41
O -2.82 3.48 -4.35
S -3.29 2.24 -3.69
O -4.77 2.12 -3.83
O -2.94 2.29 -2.24
O -2.63 1.06 -4.30

Computed properties:
E_LUMO (alpha / beta): 3.9 / 3.9 eV
Highest occupied orbital energy (alpha / beta): 0.26 / 0.26 eV
2S+1: 2
Largest force on an atom: 3.3 eV Å⁻¹
Charge: -2

A molecular structure, C10H12CrN2O5 in a non-equilibrium geometry. Source: OMol25; level of theory: wB97M-V/def2-TZVPD.

Atoms and positions in Å:
O 0.24 -3.14 -2.30
C 0.50 -2.00 -2.39
Cr 0.85 -0.08 -2.36
O -2.53 -0.10 -4.25
C -1.47 -0.15 -3.82
C 1.83 0.05 -3.97
O 2.45 0.11 -4.95
C 0.22 1.80 -2.23
O -0.14 2.91 -2.05
C -2.59 -0.68 0.88
N -1.26 -0.31 1.28
C -1.04 -0.17 2.70
C 0.42 -0.03 3.06
C 1.17 0.79 2.04
N 0.97 0.19 0.73
C 1.97 0.42 -0.30
C -0.29 -0.13 0.36
O -0.59 -0.27 -0.90
H -3.31 0.07 1.21
H -2.87 -1.64 1.33
H -2.65 -0.78 -0.21
H -1.62 0.71 3.06
H -1.46 -1.06 3.21
H 0.86 -1.02 3.13
H 0.50 0.45 4.03
H 2.26 0.77 2.24
H 0.83 1.84 2.06
H 1.97 1.46 -0.65
H 2.93 0.29 0.22
H 1.84 -0.32 -1.16

Computed properties:
E_LUMO (alpha / beta): -15.8 / -15.5 eV
Highest occupied orbital energy (alpha / beta): -20.25 / -20.21 eV
2S+1: 4
Largest force on an atom: 11.0 eV Å⁻¹
Charge: +3

A gas-phase ion, C3H10N4 (charge +2) in a non-equilibrium geometry. Source: OMol25; level of theory: wB97M-V/def2-TZVPD.

Atoms and positions in Å:
C -1.52 -0.11 -0.01
C 0.24 0.35 0.08
C 2.50 -0.51 -0.27
N -2.23 0.53 -0.89
N 1.05 -0.56 -0.36
N -1.92 -1.01 0.83
N 0.52 1.49 0.63
H 2.88 -1.52 -0.35
H 2.92 0.08 -1.09
H 2.82 -0.09 0.68
H -1.84 1.21 -1.53
H -3.23 0.36 -0.99
H 0.69 -1.37 -0.86
H -1.30 -1.44 1.52
H -2.89 -1.32 0.87
H -0.18 2.11 1.02
H 1.49 1.80 0.70

Computed properties:
E_LUMO: -8.1 eV
Highest occupied orbital energy: -19.69 eV
Relative energy (zero: lowest compared OMol25 entry of this formula, charge and spin): 35.1 kJ/mol
2S+1: 1
Largest force on an atom: 4.6 eV Å⁻¹
Charge: +2

A molecular structure, C37H55ClOP4PbSi in a non-equilibrium geometry. Source: OMol25; level of theory: wB97M-V/def2-TZVPD.

Atoms and positions in Å:
P -1.58 1.65 -3.69
C -1.35 1.17 -5.45
C -2.40 0.79 -6.30
H -3.43 0.76 -5.94
C -2.13 0.47 -7.64
H -2.96 0.19 -8.30
C -0.82 0.50 -8.12
H -0.61 0.24 -9.17
C 0.23 0.86 -7.27
H 1.26 0.88 -7.64
C -0.03 1.18 -5.94
H 0.79 1.45 -5.26
C -3.34 1.20 -3.41
C -3.60 -0.13 -3.05
H -2.77 -0.83 -2.94
C -4.92 -0.56 -2.86
H -5.11 -1.60 -2.60
C -5.98 0.34 -2.99
H -7.01 0.01 -2.83
C -5.72 1.68 -3.33
H -6.54 2.39 -3.44
C -4.40 2.11 -3.53
H -4.21 3.15 -3.80
C -1.68 3.48 -3.82
C -1.79 4.17 -5.03
H -1.80 3.63 -5.98
C -1.88 5.57 -5.04
H -1.97 6.10 -5.99
C -1.86 6.28 -3.84
H -1.93 7.37 -3.84
C -1.73 5.59 -2.62
H -1.72 6.15 -1.68
C -1.63 4.20 -2.61
H -1.51 3.67 -1.66
Pb 1.86 -1.10 1.12
C -0.09 -0.59 2.58
C -1.23 -0.02 2.17
H 0.00 -0.88 3.65
C -1.48 0.36 0.71
O -1.76 1.78 0.74
H -1.83 2.11 -0.18
C -0.39 0.16 -0.27
H -2.37 -0.21 0.37
C 0.60 0.05 -1.00
Cl 3.76 -1.63 -0.59
P 2.79 1.26 1.99
P 0.73 -3.49 0.68
C 4.57 0.94 2.07
H 4.92 0.66 1.06
H 4.72 0.07 2.73
H 5.10 1.83 2.43
C 2.42 2.57 0.79
H 1.33 2.72 0.74
H 2.79 2.25 -0.20
H 2.92 3.50 1.10
C 2.19 1.77 3.63
H 2.34 0.93 4.33
H 1.11 1.99 3.57
H 2.75 2.65 3.97
C 2.06 -4.67 1.05
H 2.30 -4.58 2.13
H 2.95 -4.37 0.48
H 1.75 -5.69 0.80
C -0.75 -3.91 1.63
H -1.55 -3.18 1.39
H -0.51 -3.83 2.70
H -1.08 -4.93 1.38
C 0.37 -3.55 -1.10
H 1.28 -3.25 -1.66
H -0.44 -2.84 -1.34
H 0.08 -4.58 -1.38
P -2.53 0.38 3.39
C -2.23 -0.48 4.94
C -4.10 -0.15 2.69
H -1.29 -0.13 5.38
H -2.19 -1.56 4.78
H -3.05 -0.26 5.65
H -4.27 0.36 1.73
H -4.92 0.09 3.38
H -4.08 -1.24 2.53
C -2.57 2.15 3.68
H -1.62 2.47 4.16
H -3.40 2.40 4.35
H -2.68 2.67 2.72
H 1.35 0.05 -1.77
C 5.52 -5.01 3.48
Si 5.20 -3.34 4.28
C 4.48 -3.50 6.00
C 6.72 -2.25 4.22
C 3.88 -2.46 3.37
C 2.95 -1.88 2.83
H 6.27 -5.60 4.03
H 5.87 -4.90 2.45
H 4.60 -5.62 3.45
H 5.15 -3.98 6.72
H 4.22 -2.50 6.37
H 3.55 -4.08 5.96
H 7.07 -2.12 3.19
H 6.47 -1.25 4.61
H 7.55 -2.64 4.82

Computed properties:
E_LUMO: -6.8 eV
Highest occupied orbital energy: -11.85 eV
2S+1: 1
Largest force on an atom: 2.5 eV Å⁻¹
Charge: +2

3 unconnected molecules or ions with the total composition C4H11N2O2 in a non-equilibrium geometry. Source: OMol25; level of theory: wB97M-V/def2-TZVPD.

Atoms and positions in Å:
C -0.49 0.09 -2.69
C -0.37 -0.21 -1.26
C -1.05 -1.07 -0.44
N -0.65 -0.75 0.84
C 0.23 0.21 0.86
N 0.49 0.51 -0.43
H 0.44 0.15 -3.25
H -0.94 1.07 -2.88
H -1.27 -0.55 -3.11
H -1.97 -1.63 -0.50
H -0.93 -1.39 1.59
H 0.59 0.83 1.66
H 0.96 1.31 -0.83
H 1.12 -2.64 2.16
H -0.01 -3.33 3.17
O 0.28 -2.57 2.65
H 1.41 3.94 0.37
H 0.85 3.02 1.46
O 1.29 3.01 0.63

Computed properties:
E_LUMO: -2.8 eV
Highest occupied orbital energy: -13.72 eV
Relative energy (zero: lowest compared OMol25 entry of this formula, charge and spin): 45.2 kJ/mol
2S+1: 1
Largest force on an atom: 1.7 eV Å⁻¹
Charge: +1

A molecular structure, C26H26IrN5O. Source: OMol25; level of theory: wB97M-V/def2-TZVPD.

Atoms and positions in Å:
Ir -0.57 -0.25 0.67
C 3.73 1.11 -2.71
C 4.16 0.29 -1.67
C 3.37 0.10 -0.54
C 2.14 0.74 -0.43
C 1.72 1.57 -1.47
C 2.50 1.75 -2.60
N 1.29 0.49 0.68
C 1.72 0.77 1.97
C 2.89 1.46 2.31
C 3.20 1.69 3.64
C 2.36 1.25 4.67
C 1.19 0.58 4.37
C 0.88 0.36 3.03
N -0.28 -0.29 2.59
N -1.15 -0.83 3.40
C -2.12 -1.49 2.72
C -3.11 -2.20 3.42
C -4.01 -2.96 2.73
C -3.93 -3.03 1.34
C -2.98 -2.29 0.70
N -2.10 -1.49 1.35
H 4.34 1.25 -3.58
H 5.12 -0.21 -1.74
H 3.70 -0.55 0.26
H 0.76 2.08 -1.39
H 2.16 2.40 -3.39
H 3.55 1.82 1.54
H 4.11 2.22 3.88
H 2.63 1.43 5.70
H 0.52 0.23 5.13
H -3.10 -2.14 4.50
H -4.77 -3.53 3.27
H -4.61 -3.65 0.76
H -2.88 -2.30 -0.38
C -3.76 0.69 -0.02
O -2.82 1.60 0.58
C -1.55 1.38 0.71
C -0.89 2.63 1.19
H -4.37 0.25 0.76
H -3.23 -0.07 -0.58
H -4.37 1.30 -0.68
H -1.47 3.51 0.90
H 0.15 2.70 0.87
H -0.87 2.58 2.29
C 0.54 -1.17 -5.56
C 0.17 -0.99 -4.12
C -0.80 -0.07 -3.72
C -1.10 0.08 -2.38
N -0.50 -0.64 -1.42
C 0.43 -1.53 -1.80
C 0.78 -1.74 -3.12
H 0.20 -0.34 -6.17
H 0.08 -2.08 -5.95
H 1.61 -1.28 -5.67
H -1.31 0.54 -4.45
H -1.82 0.81 -2.06
H 0.92 -2.09 -1.01
H 1.54 -2.46 -3.35

Computed properties:
E_LUMO (alpha / beta): -2.9 / -4.3 eV
Highest occupied orbital energy (alpha / beta): -9.67 / -9.92 eV
Relative energy (zero: lowest compared OMol25 entry of this formula, charge and spin): 0.0 kJ/mol
2S+1: 2
Largest force on an atom: 0.5 eV Å⁻¹
Charge: +1

12 unconnected molecules or ions with the total composition C40H96NO16P. Source: OMol25; level of theory: wB97M-V/def2-TZVPD.

Atoms and positions in Å:
C -0.94 -4.03 -2.43
C 0.43 -4.32 -3.05
O 1.41 -3.40 -2.53
P 1.84 -2.09 -3.30
O 2.51 -1.11 -2.45
C 0.36 -1.45 -4.14
C 0.40 0.09 -4.25
C -0.81 0.74 -3.57
C -0.53 2.18 -3.34
C -0.79 3.21 -4.13
C -0.35 4.57 -3.69
O -0.96 5.58 -3.97
C 0.90 4.60 -2.86
C 1.19 3.58 -2.06
C 2.45 3.48 -1.23
C 2.67 2.15 -0.52
C 4.10 2.02 -0.01
C 4.30 0.94 1.07
C 3.42 -0.31 0.92
N 3.37 -1.05 2.19
C 0.16 2.49 -2.03
O -0.16 1.89 -1.03
O 2.74 -2.68 -4.49
C 3.63 -1.80 -5.19
C 3.57 -2.10 -6.68
H -1.68 -3.85 -3.21
H -0.89 -3.12 -1.85
H -1.29 -4.85 -1.81
H 0.80 -5.31 -2.78
H 0.41 -4.28 -4.14
H 0.33 -1.91 -5.13
H -0.54 -1.76 -3.61
H 0.44 0.42 -5.29
H 1.30 0.47 -3.77
H -0.95 0.26 -2.60
H -1.71 0.58 -4.16
H -1.31 3.12 -5.08
H 1.54 5.46 -2.94
H 2.49 4.31 -0.53
H 3.27 3.64 -1.93
H 1.99 2.06 0.33
H 2.44 1.31 -1.18
H 4.40 2.98 0.41
H 4.78 1.84 -0.85
H 4.14 1.35 2.07
H 5.34 0.61 1.03
H 3.81 -0.93 0.11
H 2.40 -0.04 0.67
H 2.50 -1.57 2.28
H 4.12 -1.72 2.26
H 4.63 -1.96 -4.79
H 3.38 -0.76 -4.98
H 2.80 -1.49 -7.15
H 3.36 -3.15 -6.84
H 4.52 -1.81 -7.14
C -3.83 -1.39 1.10
C -2.46 -1.73 0.54
O -2.38 -1.52 -0.87
H -4.59 -1.99 0.60
H -3.87 -1.59 2.17
H -4.07 -0.34 0.94
H -2.23 -2.79 0.69
H -1.68 -1.14 1.04
H -2.55 -0.58 -1.04
C 5.51 6.47 -4.48
C 4.08 6.23 -4.04
O 3.96 6.07 -2.63
H 6.14 5.64 -4.16
H 5.57 6.55 -5.56
H 5.90 7.39 -4.04
H 3.69 5.30 -4.47
H 3.43 7.05 -4.38
H 4.28 6.87 -2.20
C 8.68 -0.44 -8.30
C 7.35 -1.01 -7.84
O 6.43 -1.19 -8.91
H 8.52 0.52 -8.79
H 9.35 -0.29 -7.45
H 9.16 -1.11 -9.01
H 6.87 -0.33 -7.13
H 7.51 -1.96 -7.32
H 6.83 -1.80 -9.54
C -5.91 -5.50 2.55
C -6.30 -4.44 1.54
O -5.41 -4.41 0.43
H -4.90 -5.33 2.92
H -6.59 -5.53 3.39
H -5.92 -6.48 2.06
H -6.26 -3.45 2.00
H -7.32 -4.62 1.19
H -5.44 -5.29 0.03
C 1.11 3.52 2.62
C -0.16 2.69 2.71
O -1.06 2.97 1.64
H 0.86 4.58 2.63
H 1.77 3.31 3.46
H 1.63 3.30 1.69
H -0.71 2.90 3.62
H 0.09 1.62 2.71
H -0.59 2.77 0.82
C -0.66 2.23 7.49
C 0.79 2.47 7.11
O 0.91 3.11 5.84
H -1.16 1.63 6.73
H -0.73 1.71 8.44
H -1.20 3.18 7.57
H 1.33 1.53 7.01
H 1.30 3.06 7.87
H 0.46 3.96 5.89
C -9.36 -1.58 0.65
C -8.29 -0.53 0.90
O -7.14 -1.08 1.53
H -9.65 -2.05 1.59
H -10.25 -1.13 0.19
H -8.99 -2.36 -0.02
H -8.66 0.24 1.57
H -8.01 -0.05 -0.04
H -6.77 -1.75 0.94
C -6.51 -7.71 -2.75
C -5.71 -8.06 -1.50
O -6.41 -7.72 -0.30
H -6.75 -6.65 -2.76
H -5.94 -7.96 -3.65
H -7.44 -8.28 -2.78
H -4.78 -7.49 -1.47
H -5.45 -9.12 -1.50
H -7.23 -8.22 -0.28
C 1.30 -3.91 5.92
C 1.64 -2.64 5.16
O 1.46 -2.78 3.76
H 1.92 -4.74 5.56
H 1.47 -3.79 6.99
H 0.25 -4.19 5.77
H 2.68 -2.37 5.29
H 1.03 -1.81 5.53
H 0.54 -2.99 3.58
C -5.81 1.74 7.43
C -4.61 1.83 6.50
O -3.50 1.07 6.97
H -5.54 2.09 8.43
H -6.63 2.35 7.06
H -6.16 0.71 7.51
H -4.25 2.85 6.42
H -4.89 1.50 5.49
H -3.77 0.15 7.03
C 4.12 6.13 3.43
C 4.85 5.42 4.56
O 4.06 5.32 5.74
H 3.82 7.13 3.73
H 4.74 6.20 2.54
H 3.21 5.58 3.16
H 5.74 5.97 4.84
H 5.15 4.42 4.24
H 3.27 4.81 5.54

Computed properties:
E_LUMO: -0.5 eV
Highest occupied orbital energy: -8.21 eV
2S+1: 1
Largest force on an atom: 0.5 eV Å⁻¹
SMILES string: CCOP(=O)(CCCC1=CC(=O)C=C(CCCCCN)C1=O)OCC.CCO.CCO.CCO.CCO.CCO.CCO.CCO.CCO.CCO.CCO.CCO